(1)
# C28H77MgN8O10

C28H77MgN8O10 as an isolated structure in a non-equilibrium geometry (wB97M-V/def2-TZVPD, the OMol25 dataset).

Each line ends with the Löwdin charge.
Element x y z (Å)
Mg 2.35800 2.03803 0.67658  0.78
N -0.45284 0.53791 0.41899  -0.51
O 0.52203 1.18579 0.93705  -0.12
O -1.39711 1.16611 -0.04383  0.02
O -0.31894 -0.66783 0.25089  0.01
C -2.05042 6.36507 0.01476  -0.05
C -2.34283 4.87891 -0.17762  -0.41
C -3.45995 4.59850 -1.19472  -0.21
O -3.06230 4.82036 -2.53314  -0.19
C -3.69624 5.95484 -3.08640  -0.10
N -1.15482 4.06090 -0.50055  0.05
H -1.14736 6.46736 0.62358  0.06
H -2.86670 6.83575 0.56302  0.08
H -1.91405 6.92382 -0.91187  0.07
H -2.76602 4.54584 0.77682  0.14
H -4.36709 5.14562 -0.92081  0.13
H -3.69243 3.52893 -1.10086  0.12
H -3.77710 6.77811 -2.37613  0.08
H -4.68022 5.70031 -3.49607  0.10
H -3.11649 6.30040 -3.94537  0.09
H -0.99476 4.24261 -1.48973  0.07
H -1.48156 3.10130 -0.40876  0.04
C 0.08739 -3.52752 2.88917  -0.03
C 1.45616 -3.48982 2.23731  -0.41
C 1.56163 -4.52358 1.13817  -0.24
O 1.46504 -5.77801 1.73005  -0.17
C 1.31201 -6.83454 0.80686  -0.09
N 1.79108 -2.13679 1.71772  0.03
H -0.66401 -3.34866 2.11059  0.08
H -0.05160 -2.78165 3.67103  0.07
H -0.08937 -4.52413 3.29337  0.09
H 2.19692 -3.80941 2.98072  0.13
H 2.54786 -4.41380 0.65800  0.13
H 0.81686 -4.27885 0.36143  0.12
H 2.23458 -7.07640 0.26949  0.09
H 0.47665 -6.67220 0.12027  0.07
H 1.03754 -7.72533 1.37890  0.09
H 0.97518 -1.93653 1.12867  0.05
H 1.61350 -1.53207 2.52453  0.05
C -4.37808 0.73462 -7.91417  -0.06
C -4.42091 0.26600 -6.45532  -0.45
C -3.53664 1.09232 -5.55922  -0.24
O -3.32713 0.40321 -4.35255  -0.18
C -3.06062 1.25950 -3.26202  -0.11
N -5.79857 0.37028 -5.95585  0.03
H -3.36230 0.71673 -8.29741  0.07
H -4.91851 1.67732 -7.98693  0.08
H -4.97557 0.01252 -8.47786  0.07
H -4.09934 -0.78390 -6.42507  0.14
H -4.03340 2.06057 -5.37490  0.13
H -2.59592 1.37819 -6.05441  0.13
H -3.94484 1.90601 -3.13987  0.09
H -2.23422 1.96252 -3.43588  0.08
H -2.91987 0.63588 -2.38464  0.08
H -5.79663 0.17549 -4.95866  0.07
H -6.41294 -0.33108 -6.35299  0.07
C 0.38239 3.95207 3.23634  -0.02
C 1.57650 4.40976 2.42187  -0.38
C 2.89609 3.83464 2.92758  -0.15
O 2.98685 2.45578 2.54614  -0.26
C 3.91205 1.68458 3.32062  -0.04
N 1.39729 3.99086 1.01109  0.03
H 0.56101 4.16514 4.29201  0.09
H 0.29776 2.86555 3.16910  0.07
H -0.52717 4.44613 2.90598  0.09
H 1.75433 5.48600 2.53285  0.15
H 2.90567 3.96945 4.01286  0.14
H 3.76727 4.34657 2.50564  0.14
H 4.92940 2.04833 3.15513  0.11
H 3.81314 0.62988 3.08252  0.06
H 3.68290 1.78654 4.38383  0.10
H 1.81493 4.67313 0.37506  0.11
H 0.38929 4.10378 0.77078  0.06
C 3.91115 -1.46347 -1.33832  -0.03
C 3.50273 -0.02800 -1.10413  -0.37
C 2.28048 0.35159 -1.89719  -0.17
O 1.93867 1.67054 -1.47384  -0.26
C 0.94265 2.31407 -2.28053  -0.04
N 3.19650 0.19688 0.36383  0.05
H 4.13652 -1.69247 -2.37688  0.09
H 3.09800 -2.12438 -1.01845  0.08
H 4.74941 -1.72713 -0.69009  0.09
H 4.30554 0.63695 -1.43602  0.15
H 1.42469 -0.31800 -1.72312  0.14
H 2.43840 0.29416 -2.97888  0.15
H 1.20765 2.26523 -3.33390  0.11
H 0.93720 3.35981 -1.97366  0.08
H -0.04363 1.92465 -2.02728  0.08
H 4.12223 -0.01794 0.74675  0.11
H 2.66839 -0.66127 0.60361  0.06
C 5.06780 -1.46784 5.79220  -0.07
C 3.88882 -1.81975 4.92525  -0.42
C 2.71915 -0.87701 5.26647  -0.19
O 1.89309 -0.55022 4.17254  -0.25
C 0.74277 0.16985 4.58803  -0.07
N 4.26845 -1.82751 3.49065  0.06
H 5.85186 -2.21767 5.65634  0.08
H 4.84008 -1.48683 6.85890  0.09
H 5.47688 -0.49970 5.49941  0.08
H 3.55287 -2.83457 5.17360  0.13
H 3.11473 0.05064 5.70070  0.11
H 2.12471 -1.39671 6.02620  0.14
H 0.04529 -0.47672 5.12012  0.10
H 0.27861 0.57290 3.68364  0.08
H 1.02115 1.06721 5.15673  0.09
H 3.42075 -1.78633 2.93092  0.01
H 4.62557 -2.76037 3.31045  0.08
C -3.75931 -4.53939 0.02138  -0.05
C -2.43599 -4.03407 -0.52300  -0.43
C -2.05349 -4.67248 -1.84326  -0.22
O -1.67899 -6.02239 -1.64642  -0.19
C -0.72886 -6.47009 -2.57790  -0.13
N -2.51310 -2.57891 -0.77324  0.05
H -4.58610 -3.86036 -0.19772  0.08
H -3.75646 -4.65188 1.10900  0.08
H -4.01316 -5.51784 -0.38807  0.08
H -1.61646 -4.24410 0.17295  0.11
H -1.20641 -4.09150 -2.25132  0.11
H -2.80761 -4.59147 -2.63683  0.14
H -0.37423 -7.45828 -2.28739  0.09
H 0.10344 -5.76059 -2.63832  0.08
H -1.17408 -6.60448 -3.57420  0.09
H -3.15392 -2.13367 -0.12653  0.07
H -1.62684 -2.11277 -0.60690  0.03

E_HOMO = -10.43 eV
calculated total energy = -2503.27862 hartree
ΔE to the lowest compared entry with this formula, charge and spin = 0.0 kcal per mole
maximum force = 2.4 eV Å⁻¹
frontier orbital gap = 7.7 eV
total charge = +1

(2)
# C28H77N7O7

A 7-piece molecular cluster, C28H77N7O7 overall in a non-equilibrium geometry (wB97M-V/def2-TZVPD, the OMol25 dataset).

Each line ends with the Löwdin charge.
Element x y z (Å)
C 3.88224 -2.43845 4.17157  -0.07
C 3.22959 -1.56956 5.25563  -0.42
C 4.21367 -0.77549 6.12547  -0.19
O 3.38557 -0.09588 7.09400  -0.20
C 4.16663 0.35413 8.21416  -0.09
N 2.35049 -0.61943 4.57170  0.04
H 4.74150 -3.08346 4.35515  0.07
H 4.35697 -1.77042 3.45291  0.07
H 3.15162 -3.07589 3.67360  0.06
H 2.62374 -2.17040 5.93390  0.13
H 4.67706 0.00609 5.52339  0.13
H 5.05544 -1.36584 6.48743  0.13
H 5.18180 0.52748 7.85710  0.08
H 4.20976 -0.38956 9.00987  0.09
H 3.86262 1.33644 8.57577  0.08
H 2.34875 0.17434 5.19622  0.06
H 1.37857 -0.86819 4.45515  0.07
C 2.04789 -1.77285 1.29363  -0.07
C 0.77134 -1.54681 0.50960  -0.39
C -0.23699 -0.54022 1.22211  -0.15
O -1.14578 0.09415 0.35323  -0.21
C -1.78276 1.24448 0.75511  -0.12
N 1.13734 -0.91562 -0.73533  0.05
H 2.53481 -0.85540 1.62422  0.08
H 2.83785 -2.32439 0.78386  0.09
H 1.73070 -2.34403 2.16612  0.06
H 0.23396 -2.46923 0.28944  0.12
H 0.34964 0.33397 1.50454  0.12
H -0.69192 -0.96007 2.11925  0.11
H -1.03100 2.01180 0.93992  0.08
H -2.31360 1.08809 1.69419  0.09
H -2.41154 1.83215 0.08625  0.06
H 0.38428 -0.26094 -0.89151  0.04
H 1.86786 -0.28886 -0.42937  0.05
C -0.29659 6.79907 -2.17168  -0.04
C -1.67261 7.33834 -1.60625  -0.43
C -2.55834 6.37729 -0.75218  -0.11
O -3.05425 5.26122 -1.63719  -0.20
C -3.67204 4.29786 -0.89545  -0.19
N -1.43363 8.56704 -0.89837  0.02
H -0.49254 5.83098 -2.63267  0.06
H 0.45265 6.76439 -1.38077  0.07
H 0.02142 7.32674 -3.07087  0.07
H -2.31597 7.64098 -2.43245  0.13
H -3.44286 6.90340 -0.39311  0.12
H -1.98019 5.95123 0.06778  0.12
H -4.50453 4.76598 -0.37017  0.09
H -3.13615 3.69253 -0.16435  0.07
H -4.13483 3.62637 -1.61866  0.09
H -0.53132 8.38046 -0.48470  0.06
H -1.27181 9.30436 -1.56940  0.07
C 1.23225 0.62795 -5.38930  -0.04
C 0.69373 0.24066 -3.98938  -0.44
C -0.70415 0.63556 -3.60868  -0.19
O -0.96487 2.00625 -3.78100  -0.20
C -2.11944 2.56755 -3.29969  -0.13
N 1.11663 -1.11180 -3.69691  0.04
H 2.29787 0.47765 -5.56237  0.07
H 1.00840 1.69259 -5.45675  0.07
H 0.68795 0.13206 -6.19300  0.07
H 1.29720 0.74532 -3.23488  0.10
H -1.04840 0.43021 -2.59506  0.12
H -1.44489 0.12295 -4.22238  0.12
H -3.01839 1.97357 -3.46456  0.09
H -2.25927 3.44722 -3.92796  0.10
H -1.99332 2.74820 -2.23219  0.07
H 0.90190 -1.33525 -2.73562  0.02
H 2.11576 -0.96405 -3.70149  0.05
C 1.46202 2.77274 -1.13681  -0.03
C 2.95968 2.72671 -0.55719  -0.40
C 4.04719 2.05890 -1.35337  -0.20
O 4.04553 0.61711 -1.36794  -0.21
C 4.90213 -0.07659 -2.28299  -0.10
N 3.19541 4.16643 -0.43509  0.02
H 1.49307 3.32121 -2.07825  0.08
H 0.82820 3.20207 -0.36088  0.07
H 1.17008 1.72389 -1.18987  0.04
H 2.96431 2.22362 0.40975  0.14
H 5.03080 2.27409 -0.93587  0.12
H 4.08807 2.48780 -2.35461  0.12
H 5.95324 0.16687 -2.12806  0.08
H 4.61681 -0.02309 -3.33363  0.08
H 4.93226 -1.11791 -1.96229  0.09
H 3.35274 4.58170 -1.34221  0.07
H 4.11261 4.35544 -0.05678  0.06
C -1.50541 -4.30238 2.39435  -0.04
C -2.87988 -4.33342 3.15188  -0.40
C -3.93484 -3.33379 2.52473  -0.22
O -3.58033 -1.97787 2.44864  -0.16
C -3.61430 -1.48116 3.77301  -0.12
N -3.33044 -5.73127 3.14357  0.04
H -0.86536 -5.17006 2.55434  0.08
H -0.95010 -3.36463 2.37528  0.05
H -1.89427 -4.44482 1.38608  0.04
H -2.62921 -3.90544 4.12250  0.11
H -4.83616 -3.60954 3.07218  0.11
H -4.08988 -3.58150 1.47463  0.10
H -3.51763 -0.40500 3.62927  0.08
H -2.93287 -1.81227 4.55666  0.09
H -4.62259 -1.62357 4.16180  0.09
H -4.31191 -5.86355 3.34186  0.06
H -3.16064 -6.18305 2.25634  0.06
C -3.38008 -4.49375 -1.16073  -0.08
C -2.29571 -4.98813 -2.11901  -0.39
C -2.36000 -4.05352 -3.46191  -0.14
O -1.44004 -4.54425 -4.48158  -0.21
C -1.71207 -4.05595 -5.74104  -0.15
N -1.03721 -4.99480 -1.38960  0.05
H -4.36214 -4.49253 -1.63366  0.08
H -3.27120 -3.42335 -0.98618  0.08
H -3.36125 -4.99640 -0.19373  0.05
H -2.52497 -5.97581 -2.51904  0.13
H -2.00783 -3.06060 -3.18232  0.11
H -3.37796 -4.00723 -3.84884  0.11
H -0.83139 -4.25722 -6.35094  0.09
H -1.67719 -2.96781 -5.68793  0.08
H -2.67060 -4.45688 -6.07055  0.09
H -0.73425 -4.05912 -1.15974  0.05
H -0.32790 -5.27732 -2.05080  0.07

E_HOMO = -8.31 eV
calculated total energy = -2022.68484 hartree
ΔE to the lowest compared entry with this formula, charge and spin = 117.1 kcal per mole
SMILES = COC[C@H](C)N.COC[C@H](C)N.COC[C@H](C)N.COC[C@H](C)N.COC[C@H](C)N.COC[C@H](C)N.COC[C@H](C)N
maximum force = 3.5 eV Å⁻¹
frontier orbital gap = 8.9 eV